91
Properties=species:S:1:pos:R:3:mulliken_charge:R:1 method="wB97M-V/def2-TZVPD" lumo_ha=-0.373 total_charge=+3 max_force_ha_per_bohr=0.019
V -0.145 0.421 -0.445 1.399
C -2.376 2.102 0.770 -1.082
N -1.621 1.899 -0.500 0.974
C -2.583 1.829 -1.633 -1.211
C -0.545 2.863 -0.675 0.319
C -0.566 3.889 -1.608 -0.965
C 0.583 4.625 -1.829 -0.914
C 1.773 4.311 -1.168 -1.252
C 1.806 3.288 -0.247 -0.361
C 0.635 2.576 0.036 0.360
N 0.569 1.422 0.898 2.008
C 1.108 1.507 2.200 -0.529
C 1.541 2.752 2.683 -0.760
C 2.210 2.870 3.883 -1.084
C 2.450 1.734 4.638 -0.980
C 1.926 0.516 4.233 -0.664
C 1.213 0.377 3.047 0.245
N 0.513 -0.832 2.750 1.325
C -0.939 -0.667 2.965 -1.314
C 1.023 -1.982 3.460 -1.350
H -3.019 2.975 0.667 0.426
H -2.989 1.222 0.955 0.319
H -1.687 2.267 1.593 0.342
H -3.193 2.731 -1.661 0.431
H -2.044 1.703 -2.565 0.326
H -3.231 0.971 -1.464 0.313
H -1.467 4.112 -2.161 0.523
H 0.563 5.441 -2.539 0.517
H 2.674 4.871 -1.381 0.495
H 2.724 3.037 0.264 0.912
H 1.338 3.647 2.117 0.658
H 2.532 3.843 4.227 0.478
H 2.987 1.800 5.574 0.466
H 2.043 -0.326 4.900 0.472
H -1.185 -0.649 4.033 0.428
H -1.262 0.270 2.524 0.122
H -1.501 -1.455 2.461 0.408
H 0.827 -1.977 4.537 0.590
H 0.166 -3.042 1.918 0.199
H 2.090 -2.097 3.278 0.559
S 1.801 -1.113 -0.838 -0.659
Sb 2.888 -0.725 -2.990 1.638
C 3.844 -2.458 -3.610 1.039
C 3.310 -3.263 -4.614 -0.469
C 4.042 -4.356 -5.049 -0.785
C 5.281 -4.638 -4.483 -0.526
C 5.800 -3.833 -3.479 -0.831
C 5.084 -2.731 -3.035 -0.488
C 1.739 0.286 -4.400 0.992
C 0.818 -0.362 -5.215 -0.589
C 0.145 0.376 -6.176 -0.915
C 0.392 1.736 -6.313 -0.586
C 1.311 2.372 -5.490 -0.756
C 1.992 1.649 -4.521 -0.384
C 4.391 0.578 -2.344 0.372
C 4.458 1.037 -1.032 -0.426
C 5.478 1.902 -0.659 -0.571
C 6.420 2.308 -1.595 -0.695
C 6.356 1.845 -2.903 -0.758
C 5.344 0.974 -3.282 -0.506
H 2.348 -3.049 -5.057 0.282
H 3.650 -4.984 -5.837 0.447
H 5.847 -5.490 -4.834 0.425
H 6.768 -4.054 -3.049 0.435
H 5.504 -2.091 -2.269 0.449
H 0.610 -1.418 -5.106 0.343
H -0.566 -0.115 -6.826 0.463
H -0.129 2.301 -7.074 0.458
H 1.512 3.428 -5.614 0.466
H 2.721 2.144 -3.890 0.410
H 3.739 0.704 -0.290 0.268
H 5.552 2.247 0.365 0.529
H 7.217 2.978 -1.301 0.443
H 7.097 2.154 -3.627 0.458
H 5.311 0.611 -4.304 0.509
F -0.052 0.710 -2.183 -0.310
Te -0.146 -2.786 -1.305 1.596
F -0.212 -4.504 -2.006 -0.339
F -1.366 -1.861 -2.336 -0.357
F -1.688 -3.334 -0.405 -0.473
F 0.844 -2.644 -2.976 -0.483
O -0.763 -0.996 0.067 -1.035
I 2.621 -6.841 2.009 0.303
C 1.487 -5.116 1.910 -0.326
C 1.146 -4.451 3.009 -0.649
N 0.339 -3.225 2.928 0.349
N 0.736 -3.479 0.398 -0.372
C 1.039 -4.699 0.556 -0.068
H 1.399 -4.764 4.012 0.530
H -0.548 -3.368 3.415 0.421
H 0.965 -5.469 -0.212 0.585

***

97
Properties=species:S:1:pos:R:3:mulliken_charge:R:1 method="wB97M-V/def2-TZVPD" s2=2.052 lumo_ha="-0.065 / -0.064" de_lowest_kj_mol=310.0 spin_multiplicity=3 max_force_ha_per_bohr=0.075
W -0.686 -0.524 -0.590 1.911
C -0.237 1.886 -2.578 -1.509
N -0.655 0.488 -2.860 0.246
C -1.957 0.605 -3.556 -1.034
C -2.587 -0.718 -3.981 -0.498
C -3.024 -1.599 -2.792 -1.003
N -2.625 -1.004 -1.516 -0.686
C -3.580 -1.025 -0.626 -1.073
C -3.830 0.062 0.258 0.766
C -4.991 0.119 1.044 -1.051
C -5.380 1.300 1.627 -0.841
C -4.624 2.457 1.415 -0.752
C -3.434 2.405 0.718 -0.238
C -2.996 1.193 0.195 -0.137
O -1.778 1.067 -0.330 1.234
C 0.402 -0.045 -3.759 -0.645
C 0.452 -1.530 -4.123 -1.969
C -0.044 -2.634 -3.168 -1.096
N -0.252 -2.345 -1.741 0.427
C 0.289 -3.256 -0.947 -0.902
C 0.102 -3.440 0.446 0.676
C 1.157 -4.328 1.081 -0.060
C 1.036 -4.439 2.560 -1.079
C 0.037 -3.835 3.240 -0.818
C -0.895 -2.987 2.595 -0.533
C -0.815 -2.722 1.236 -0.399
O -1.560 -1.751 0.665 0.008
H -0.063 2.423 -3.516 0.681
H 0.674 1.896 -1.986 0.012
H -1.031 2.385 -2.037 0.607
H -1.819 1.238 -4.438 0.654
H -2.645 1.117 -2.882 0.316
H -1.907 -1.255 -4.634 -0.008
H -3.470 -0.468 -4.569 0.626
H -2.641 -2.613 -2.891 0.142
H -4.110 -1.677 -2.806 0.898
H -4.335 -1.808 -0.696 0.690
H -5.590 -0.778 1.148 0.473
H -6.280 1.340 2.224 0.422
H -4.962 3.406 1.812 0.502
H -2.820 3.287 0.607 0.407
H 1.340 0.189 -3.273 0.343
H 0.363 0.522 -4.695 0.629
H 1.511 -1.719 -4.292 0.626
H -0.046 -1.697 -5.078 0.475
H 0.677 -3.445 -3.242 0.513
H -0.981 -3.028 -3.559 0.852
H 0.935 -4.003 -1.399 0.132
H 1.019 -5.367 0.725 0.712
H 1.785 -5.049 3.048 0.554
H -0.025 -3.939 4.316 0.388
H -1.638 -2.456 3.179 0.459
S 2.784 -1.255 2.771 -0.239
C 1.566 -0.956 1.810 0.698
N 0.643 -0.702 1.109 -0.898
F 4.364 0.069 -2.163 -0.246
C 3.689 0.169 -1.023 0.479
F 3.060 1.360 -1.047 -0.153
F 4.540 0.183 -0.008 -0.221
S 2.431 -1.301 -0.909 1.040
O 1.178 -0.288 -1.174 -0.472
O 2.719 -1.944 -2.186 -0.626
N 2.447 -3.849 0.579 -0.112
S 3.577 -4.908 0.466 1.073
O 4.854 -4.276 0.294 -0.746
O 3.441 -6.036 1.362 -0.717
C 3.294 -5.734 -1.182 0.663
F 3.369 -4.898 -2.222 -0.228
F 4.157 -6.732 -1.385 -0.260
F 2.043 -6.272 -1.214 -0.281
C -0.820 1.333 2.607 -1.527
P 0.274 1.998 1.254 1.534
C 1.804 2.307 2.241 0.716
C 2.827 2.992 1.584 -0.578
C 4.024 3.272 2.221 -0.782
C 4.213 2.889 3.543 -0.589
C 3.181 2.264 4.225 -0.660
C 1.988 1.971 3.578 -0.024
C -0.265 3.790 1.325 0.558
C -0.604 4.473 0.160 -0.355
C -0.955 5.820 0.186 -0.556
C -0.948 6.513 1.385 -0.622
C -0.588 5.852 2.555 -0.739
C -0.254 4.508 2.523 -0.869
H -1.126 2.128 3.284 0.691
H -0.278 0.568 3.153 0.446
H -1.708 0.864 2.196 -0.158
H 2.678 3.315 0.560 0.351
H 4.813 3.789 1.688 0.422
H 5.153 3.086 4.041 0.391
H 3.300 1.998 5.268 0.433
H 1.203 1.492 4.146 0.259
H -0.597 3.948 -0.786 0.223
H -1.225 6.324 -0.734 0.427
H -1.205 7.565 1.409 0.385
H -0.550 6.392 3.493 0.422
H 0.044 4.018 3.443 0.394